Here is one molecule with the formula C8H11NS at a distorted geometry from OMol25. Energies are from the ωB97M-V functional and the def2-TZVPD basis.

## Properties
Orbital gap = 8.670 eV
E_HOMO = -7.8 eV
SMILES string = C=C1S/C(=C\C)C(=C)N1C
Relative energy (zero: lowest compared OMol25 entry of this formula, charge and spin) = 38.18 kcal/mol

Geometry as XYZ:
```
21
C8H11NS the ωB97M-V functional and the def2-TZVPD basis
S 0.57 1.83 -0.09
N -1.27 -0.03 -0.24
C -0.10 -2.09 -0.09
C -2.48 -0.72 0.00
C -2.18 2.21 0.26
C 3.53 0.49 0.00
C 2.27 -0.34 -0.12
C 1.01 0.15 -0.13
C -1.17 1.35 -0.06
C -0.14 -0.73 -0.13
H -2.04 3.30 0.15
H -3.20 1.90 0.53
H -2.55 -1.35 0.80
H 3.20 1.48 -0.47
H 0.80 -2.67 -0.19
H -3.25 0.04 0.13
H -2.56 -1.48 -0.83
H 4.45 0.20 -0.42
H -0.97 -2.68 -0.06
H 3.80 0.58 1.03
H 2.26 -1.45 -0.08
```

Here are the Löwdin charges for atoms 1 to 2, given in e: S 1.04; N -0.14

---

Here is one molecule with the formula C2H2N2O4 at a distorted geometry from OMol25. Energies are from the ωB97M-V functional and the def2-TZVPD basis.

## Properties
Orbital gap = 9.392 eV
E_HOMO = -9.9 eV
SMILES string = O=c1o[nH]o/c1=N/O
Relative energy (zero: lowest compared OMol25 entry of this formula, charge and spin) = 120.83 kcal/mol

Geometry as XYZ:
```
10
C2H2N2O4 the ωB97M-V functional and the def2-TZVPD basis
O -1.56 -0.82 0.96
O -1.52 0.31 -1.85
O 1.54 0.58 -0.25
O 0.42 -0.62 1.51
N -0.13 0.54 -1.69
N 1.75 -0.10 1.15
C 0.13 0.44 -0.38
C -0.50 -0.41 0.66
H -1.74 0.48 -2.73
H 1.67 0.77 1.82
```

Here are the Löwdin charges for atoms 1 to 2, given in e: O 0.19; O -0.02